The following is a quantum chemistry calculation of an isolated molecule of C4H3NO2, from OMol25.

Results
Structure (SMILES): N#CC(C=O)C=O
Charge: 0
LUMO level in hartree: -0.006
Energy relative to the best compared isomer or geometry (same formula, charge and spin) in kcal per mole: 51.9
Kohn-Sham gap in eV: 10.70

Element x y z (Å)
O -2.24 1.09 0.18
C -1.49 0.19 -0.05
C 0.41 -0.32 -1.23
N 0.47 -1.16 -2.02
O 1.76 -1.20 0.80
C 1.16 -0.18 1.01
C 0.09 0.38 0.01
H -1.83 -0.75 -0.54
H 1.47 0.50 1.83
H 0.20 1.47 0.02

---

The following is a quantum chemistry calculation of a cluster of 2 separate species, C2H5Cl2NO3S in total, from OMol25.

Results
Structure (SMILES): O=S(=O)(O)C(Cl)Cl.C=N
Charge: 0
LUMO level in hartree: 0.014
Energy relative to the best compared isomer or geometry (same formula, charge and spin) in kcal per mole: 44.9
Kohn-Sham gap in eV: 10.50

Element x y z (Å)
C -2.93 1.18 -0.48
C 1.13 0.62 0.31
N -2.11 0.22 -0.66
O 1.16 -2.18 -0.27
O 1.22 -1.29 2.06
O 3.19 -1.12 0.48
S 1.77 -1.11 0.74
Cl 1.00 0.97 -1.42
Cl 2.14 1.81 1.09
H -2.74 1.85 0.35
H -3.86 1.52 -0.99
H -2.08 -0.39 -1.47
H 0.24 0.69 0.83
H 1.87 -2.77 -0.57

---

The following is a quantum chemistry calculation of an isolated molecule of C10H20N2OS, from OMol25.

Results
Charge: 0
LUMO level in hartree: 0.011
Energy relative to the best compared isomer or geometry (same formula, charge and spin) in kcal per mole: 49.5
Kohn-Sham gap in eV: 7.38

Element x y z (Å)
C -0.93 -1.40 1.54
C -1.15 -1.85 0.11
C -2.51 -1.30 -0.49
C -2.69 0.23 -0.48
C -1.10 0.93 1.02
C -1.54 2.15 1.72
C 2.34 -1.18 -1.70
C 3.29 -0.64 -0.60
C 2.91 0.80 0.03
C 1.62 0.67 0.85
N -1.09 -0.13 1.82
N -2.32 0.89 -1.68
O 0.26 2.41 -0.68
S 0.14 1.00 -0.30
H -1.03 -2.15 2.39
H -0.24 -1.54 -0.41
H -1.18 -2.86 0.18
H -2.49 -1.71 -1.56
H -3.23 -1.77 0.19
H -3.65 0.50 -0.16
H -2.54 1.96 2.16
H -1.59 2.93 1.02
H -0.84 2.31 2.61
H 1.42 -1.50 -1.19
H 2.15 -0.37 -2.49
H 2.92 -2.09 -2.12
H 3.48 -1.40 0.23
H 4.33 -0.56 -0.88
H 3.64 1.01 0.85
H 2.89 1.51 -0.74
H 1.28 -0.41 1.14
H 1.42 1.35 1.71
H -1.77 0.28 -2.29
H -2.19 1.94 -1.79

---

The following is a quantum chemistry calculation of a cluster of 6 separate species, C54H114N6O6 in total, from OMol25.

Results
2S+1: 2
Charge: +1
LUMO level (spin up / spin down) in hartree: -0.080 / -0.229
Energy relative to the best compared isomer or geometry (same formula, charge and spin) in kcal per mole: 46.6
Kohn-Sham gap (spin up / spin down) in eV: 7.54 / 3.49

Element x y z (Å)
C 5.58 -0.94 0.46
C 6.84 -0.48 1.17
C 8.06 -0.95 0.43
C 8.43 -0.20 -0.91
C 8.86 1.28 -0.53
C 7.63 1.94 0.28
N 7.04 0.98 1.36
O 6.16 1.45 2.32
C 8.37 2.98 1.16
C 6.55 2.50 -0.65
C 6.91 -1.07 2.53
H 4.69 -0.88 1.09
H 5.80 -1.95 0.13
H 5.49 -0.42 -0.49
H 8.95 -0.88 1.05
H 7.95 -2.02 0.23
H 7.57 -0.04 -1.56
H 9.07 -0.84 -1.51
H 9.10 1.84 -1.44
H 9.81 1.22 -0.02
H 8.80 2.51 2.05
H 9.14 3.50 0.60
H 7.62 3.72 1.43
H 5.68 2.84 -0.09
H 6.87 3.34 -1.26
H 6.26 1.75 -1.40
H 6.89 -2.16 2.52
H 6.11 -0.76 3.20
H 7.83 -0.76 3.03
H 6.59 1.56 3.17
C 0.21 4.16 4.84
C -0.49 3.90 3.50
C -1.45 2.70 3.67
C -2.50 2.47 2.60
C -3.16 3.75 2.17
C -2.19 4.95 1.90
N -1.20 5.06 2.98
O -0.45 6.23 3.01
C -1.50 4.67 0.53
C -3.11 6.19 1.86
C 0.63 3.35 2.48
H 0.33 5.23 5.02
H 1.18 3.69 4.94
H -0.28 3.62 5.65
H -0.84 1.79 3.72
H -2.08 2.89 4.53
H -3.11 1.63 2.92
H -2.00 2.03 1.74
H -3.76 3.97 3.05
H -3.95 3.59 1.44
H -0.46 4.98 0.51
H -1.70 3.65 0.21
H -2.02 5.37 -0.12
H -2.70 7.01 1.28
H -4.08 5.86 1.48
H -3.35 6.53 2.87
H 1.35 2.64 2.89
H 1.25 4.18 2.15
H 0.17 2.86 1.62
H -0.75 6.55 3.86
C -4.97 0.06 0.50
C -4.87 -1.46 0.86
C -3.89 -2.09 -0.18
C -3.13 -3.34 0.17
C -2.58 -3.13 1.53
C -3.54 -2.72 2.65
N -4.23 -1.48 2.19
O -4.95 -0.85 3.19
C -4.55 -3.83 3.00
C -2.63 -2.40 3.91
C -6.30 -2.16 0.74
H -5.18 0.18 -0.57
H -4.01 0.58 0.51
H -5.82 0.37 1.10
H -4.51 -2.37 -1.03
H -3.21 -1.27 -0.42
H -2.39 -3.83 -0.47
H -3.89 -4.12 0.25
H -1.75 -2.43 1.38
H -2.09 -4.04 1.88
H -3.91 -4.63 3.38
H -5.33 -3.74 3.75
H -5.05 -4.31 2.16
H -2.02 -3.27 4.13
H -1.90 -1.62 3.73
H -3.18 -2.18 4.82
H -6.77 -1.63 -0.09
H -6.99 -1.83 1.52
H -6.37 -3.24 0.69
H -4.34 -0.12 3.33
C -5.93 0.02 -3.09
C -6.31 1.53 -3.63
C -5.56 2.64 -2.68
C -4.10 2.80 -3.02
C -3.85 2.94 -4.52
C -4.54 1.85 -5.44
N -5.99 1.64 -5.11
O -6.69 0.66 -5.90
C -4.51 2.38 -6.87
C -3.77 0.53 -5.45
C -7.80 1.82 -3.43
H -6.01 -0.69 -3.91
H -6.60 -0.33 -2.30
H -4.86 0.05 -2.92
H -5.95 3.66 -2.59
H -5.69 2.21 -1.69
H -3.54 1.91 -2.73
H -3.68 3.60 -2.42
H -2.78 2.73 -4.59
H -4.04 3.96 -4.84
H -4.94 3.37 -7.02
H -3.47 2.67 -7.06
H -4.82 1.63 -7.60
H -2.87 0.60 -6.05
H -3.44 0.25 -4.44
H -4.41 -0.23 -5.87
H -8.18 2.71 -3.91
H -8.10 2.01 -2.40
H -8.41 0.99 -3.80
H -6.89 1.13 -6.71
C 0.62 -4.41 2.57
C 1.31 -5.16 1.38
C 1.96 -4.13 0.40
C 3.29 -3.69 0.91
C 4.16 -5.09 1.09
C 3.59 -6.06 2.14
N 2.16 -6.27 1.81
O 1.52 -7.29 2.49
C 4.39 -7.41 2.10
C 3.68 -5.42 3.63
C 0.15 -5.56 0.49
H 0.23 -3.43 2.30
H 1.34 -4.37 3.39
H -0.18 -4.98 3.05
H 2.11 -4.61 -0.57
H 1.48 -3.15 0.30
H 3.28 -2.99 1.74
H 3.85 -3.24 0.09
H 5.13 -4.67 1.38
H 4.22 -5.69 0.18
H 4.11 -7.99 1.23
H 5.46 -7.22 2.15
H 4.11 -8.05 2.94
H 3.43 -4.36 3.65
H 2.98 -5.79 4.39
H 4.69 -5.56 4.02
H 0.40 -6.11 -0.41
H -0.50 -4.72 0.25
H -0.58 -6.16 1.04
H 1.56 -7.96 1.81
C 0.43 3.66 -2.97
C 1.21 2.33 -2.53
C 1.45 2.52 -0.94
C 1.89 1.19 -0.30
C 0.92 0.06 -0.61
C 0.45 -0.08 -2.09
N 0.34 1.18 -2.86
O -0.07 1.07 -4.19
C 1.50 -0.85 -2.87
C -0.84 -0.90 -2.10
C 2.58 2.13 -3.34
H -0.59 3.62 -2.60
H 0.27 3.79 -4.05
H 0.86 4.55 -2.51
H 2.13 3.35 -0.76
H 0.49 2.78 -0.49
H 1.88 1.33 0.78
H 2.92 0.94 -0.57
H 0.16 0.00 0.17
H 1.59 -0.77 -0.37
H 1.25 -1.91 -2.79
H 1.42 -0.60 -3.93
H 2.56 -0.72 -2.66
H -1.62 -0.15 -1.99
H -0.87 -1.06 -3.18
H -0.79 -1.90 -1.66
H 3.26 2.99 -3.31
H 2.36 1.98 -4.40
H 3.27 1.34 -3.04
H -1.02 1.00 -4.06

---

The following is a quantum chemistry calculation of a structure of composition C4H3FO, from OMol25.

Results
Charge: 0
LUMO level in hartree: 0.028
Energy relative to the best compared isomer or geometry (same formula, charge and spin) in kcal per mole: 21.7
Kohn-Sham gap in eV: 10.67

Element x y z (Å)
C -0.08 -1.45 0.15
C -0.94 -0.42 0.06
C 1.09 -0.47 0.07
C 0.04 0.73 0.10
O 2.25 -0.48 -0.16
F -2.25 -0.41 -0.12
H -0.12 -2.50 -0.03
H 0.10 1.41 -0.89
H -0.09 1.36 1.09

---

The following is a quantum chemistry calculation of a structure of composition C35H33N10O3Pd, from OMol25.

Results
2S+1: 3
Charge: +1
LUMO level (spin up / spin down) in hartree: -0.110 / -0.109
Energy relative to the best compared isomer or geometry (same formula, charge and spin) in kcal per mole: 7.7
Kohn-Sham gap (spin up / spin down) in eV: 5.80 / 6.98

Element x y z (Å)
Pd -0.29 -1.58 -0.39
C 0.54 4.91 1.44
O 0.32 5.29 0.08
C 1.33 4.98 -0.80
C 2.09 5.99 -1.36
C 3.08 5.70 -2.28
C 3.29 4.38 -2.66
C 2.52 3.36 -2.13
C 1.54 3.65 -1.19
N 0.65 2.69 -0.65
C 0.83 1.33 -0.56
N 2.09 0.90 -0.45
C 2.59 -0.42 -0.36
C 1.82 -1.57 -0.44
C 2.51 -2.79 -0.34
C 3.88 -2.85 -0.16
C 4.63 -1.69 -0.09
C 3.99 -0.47 -0.20
O 4.61 0.74 -0.16
C 6.03 0.76 -0.06
N -0.20 0.53 -0.56
C -1.49 1.13 -0.62
C -2.03 1.59 0.59
C -3.26 2.22 0.64
C -3.97 2.42 -0.54
C -3.44 1.99 -1.74
C -2.21 1.33 -1.80
O -1.85 1.00 -3.08
C -0.82 0.09 -3.42
H 0.11 5.69 2.06
H 1.61 4.83 1.66
H 0.05 3.96 1.67
H 1.89 7.01 -1.05
H 3.67 6.50 -2.71
H 4.06 4.15 -3.39
H 2.66 2.35 -2.48
H -0.29 3.02 -0.49
H 2.81 1.60 -0.38
H 1.98 -3.73 -0.41
H 4.38 -3.81 -0.08
H 5.70 -1.74 0.06
H 6.32 1.80 -0.09
H 6.48 0.23 -0.91
H 6.37 0.31 0.87
H -1.45 1.44 1.49
H -3.66 2.55 1.59
H -4.92 2.92 -0.52
H -3.96 2.16 -2.67
H -0.96 -0.11 -4.48
H -0.89 -0.86 -2.89
H 0.17 0.51 -3.26
C -4.85 -1.91 -0.61
C -3.50 -1.92 -0.93
N -2.53 -1.83 -0.04
C -2.87 -1.73 1.26
C -4.21 -1.74 1.69
C -5.21 -1.82 0.71
C -4.50 -1.69 3.09
C -3.52 -1.64 4.01
C -2.14 -1.59 3.61
C -1.09 -1.51 4.53
C 0.21 -1.44 4.08
C 0.44 -1.45 2.71
N -0.54 -1.53 1.82
C -1.82 -1.62 2.24
H -5.60 -1.98 -1.39
H -3.19 -2.03 -1.97
H -6.26 -1.82 1.01
H -5.54 -1.72 3.40
H -3.75 -1.63 5.07
H -1.30 -1.50 5.60
H 1.04 -1.37 4.76
H 1.44 -1.39 2.30
N 0.31 -6.71 -1.94
N -0.06 -5.68 -1.13
N -0.14 -5.82 0.17
C -0.41 -4.58 0.55
N -0.48 -3.75 -0.50
N -0.25 -4.47 -1.57
H 0.07 -7.60 -1.52
H -0.05 -6.59 -2.88
H -0.56 -4.29 1.58

---

The following is a quantum chemistry calculation of an isolated molecule of CH6BNO, from OMol25.

Results
Structure (SMILES): CBON
Charge: 0
LUMO level in hartree: 0.027
Energy relative to the best compared isomer or geometry (same formula, charge and spin) in kcal per mole: 83.1
Kohn-Sham gap in eV: 11.36

Element x y z (Å)
B -0.24 -0.36 0.02
C -1.65 0.39 0.07
N 2.33 0.06 0.06
O 0.81 0.46 0.01
H -0.05 -1.60 0.18
H -1.58 1.40 -0.06
H -2.03 0.10 1.15
H -2.33 0.18 -0.74
H 2.51 0.30 -0.92
H 2.23 -0.93 0.24

---

The following is a quantum chemistry calculation of a structure of composition C21H18N8SSn, from OMol25.

Results
Charge: 0
LUMO level in hartree: -0.001
Kohn-Sham gap in eV: 8.07

Element x y z (Å)
Sn 1.26 0.23 0.60
C -1.60 -0.16 -1.83
N -1.44 -0.30 -0.38
C -1.53 -1.70 0.01
C -0.33 -2.49 -0.47
C -0.45 -3.84 -0.72
C 0.66 -4.54 -1.19
C 1.84 -3.85 -1.42
C 1.88 -2.50 -1.14
N 0.83 -1.83 -0.65
C -2.45 0.49 0.31
C -2.11 0.78 1.75
C -2.87 0.27 2.79
C -2.51 0.58 4.10
C -1.41 1.39 4.31
C -0.71 1.85 3.20
N -1.05 1.55 1.95
C -1.06 1.16 -2.34
C -1.82 1.98 -3.17
C -1.26 3.15 -3.64
C 0.03 3.47 -3.27
C 0.71 2.59 -2.44
N 0.19 1.46 -1.99
H -2.66 -0.27 -2.11
H -1.05 -0.95 -2.33
H -2.44 -2.18 -0.36
H -1.55 -1.74 1.10
H -1.39 -4.34 -0.56
H 0.59 -5.60 -1.38
H 2.71 -4.35 -1.81
H 2.78 -1.93 -1.29
H -3.43 -0.01 0.25
H -2.54 1.45 -0.21
H -3.73 -0.37 2.59
H -3.07 0.19 4.93
H -1.09 1.64 5.31
H 0.17 2.47 3.32
H -2.84 1.70 -3.42
H -1.83 3.81 -4.28
H 0.51 4.38 -3.61
H 1.73 2.80 -2.12
N 0.22 -0.55 6.75
C 0.44 -1.05 5.73
N 0.65 -1.70 4.61
C 0.71 -1.32 3.42
N 0.72 -1.11 2.25
S 5.72 -1.95 0.86
C 4.30 -1.21 0.72
N 3.27 -0.66 0.60

---

The following is a quantum chemistry calculation of a cluster of 18 separate species, CH37O18 in total, from OMol25.

Results
Charge: -1
LUMO level in hartree: 0.093
Energy relative to the best compared isomer or geometry (same formula, charge and spin) in kcal per mole: 12.0
Kohn-Sham gap in eV: 9.14

Element x y z (Å)
C 0.07 -0.03 -0.04
O -1.11 -0.30 -0.75
H 0.67 0.64 -0.59
H 0.71 -0.85 0.16
H -0.09 0.51 0.89
O -1.61 -2.20 1.07
H -2.46 -2.59 0.82
H -1.26 -1.65 0.34
O 1.88 1.58 2.73
H 2.19 0.75 2.52
H 1.48 1.99 1.98
O 3.25 -0.12 0.29
H 2.65 -0.29 -0.44
H 3.35 0.83 0.39
O 1.11 -3.60 -1.68
H 0.49 -3.55 -0.90
H 0.47 -3.47 -2.40
O -0.08 3.25 -1.58
H 0.63 2.65 -1.38
H -0.36 3.46 -0.69
O -3.06 0.53 0.95
H -3.84 0.24 0.49
H -2.32 0.20 0.41
O -0.46 -1.93 3.50
H -0.96 -1.45 4.13
H -0.86 -1.79 2.64
O -2.49 -2.03 -2.34
H -3.07 -1.37 -2.74
H -2.01 -1.63 -1.62
O 2.10 -0.93 -2.22
H 2.77 -1.59 -1.96
H 1.35 -1.51 -2.03
O -0.99 3.02 1.00
H -1.85 3.36 0.93
H -1.02 2.26 0.46
O 1.97 2.98 0.37
H 1.49 3.74 0.60
H 2.51 3.27 -0.37
O 2.32 -1.13 2.88
H 2.63 -1.31 2.01
H 1.49 -1.59 2.84
O -1.67 1.37 3.22
H -1.37 2.03 2.61
H -2.44 1.08 2.76
O 0.34 -3.91 1.17
H -0.47 -3.31 1.16
H -0.14 -4.69 0.92
O 2.18 1.66 -2.27
H 1.88 2.00 -3.11
H 2.07 0.71 -2.26
O -0.44 -0.32 -3.45
H -0.45 0.02 -2.49
H -1.31 -0.17 -3.77
O -2.35 1.72 -1.83
H -1.81 1.03 -1.42
H -1.73 2.43 -1.93

---

Max |F|
In order: 1.3, 2.4, 4.8, 3.9, 2.7, 0.9, 3.7, 0.5, 3.8
Unit: eV/A